Below is C44H53BBaCl5N7O5S5 as an isolated structure, with properties calculated with ωB97M-V with the def2-TZVPD basis set.

Results
* frontier orbital gap: 5.859 eV
* net charge: -2
* electronic energy: -6810.3954 hartree
* highest occupied orbital energy: -2.3330 eV

CARTESIAN COORDINATES (ANGSTROEM)
Ba 0.009 0.197 -0.716
C -1.415 -1.388 5.082
C -1.574 -0.543 3.866
C -2.421 0.545 3.835
C -2.294 1.080 2.547
N -1.428 0.353 1.869
N -0.977 -0.645 2.654
B 0.071 -1.556 1.929
N 1.539 -1.451 2.456
N 2.291 -0.692 1.635
C 3.527 -0.640 2.103
C 3.595 -1.390 3.281
C 2.319 -1.887 3.475
C 1.964 -2.758 4.632
C 4.623 0.163 1.447
C 4.304 1.652 1.623
C 4.708 -0.164 -0.045
C 5.978 -0.144 2.091
N -0.455 -2.970 1.519
N -0.733 -3.023 0.203
C -1.222 -4.215 -0.089
C -1.264 -4.984 1.078
C -0.760 -4.168 2.073
C -0.519 -4.654 3.461
C -1.554 -4.631 -1.499
C -2.266 -5.987 -1.493
C -2.443 -3.593 -2.183
C -0.237 -4.738 -2.273
C -3.042 2.295 2.058
C -4.546 2.039 2.237
C -2.621 3.489 2.929
C -2.771 2.642 0.597
H -2.155 -1.066 5.815
H -0.429 -1.265 5.527
H -1.593 -2.440 4.876
H -3.029 0.895 4.649
H 0.164 -1.038 0.879
H 4.439 -1.563 3.922
H 2.668 -2.552 5.439
H 2.063 -3.812 4.373
H 0.959 -2.582 4.990
H 3.315 1.861 1.227
H 5.027 2.267 1.089
H 4.321 1.928 2.677
H 3.782 0.110 -0.536
H 4.881 -1.229 -0.189
H 5.527 0.390 -0.505
H 5.973 0.094 3.153
H 6.756 0.452 1.615
H 6.233 -1.194 1.969
H -1.609 -5.993 1.210
H -1.193 -5.486 3.668
H -0.673 -3.888 4.207
H 0.504 -5.017 3.553
H -3.194 -5.931 -0.928
H -1.634 -6.746 -1.038
H -2.498 -6.299 -2.510
H -3.418 -3.539 -1.704
H -2.585 -3.855 -3.230
H -1.975 -2.617 -2.124
H 0.441 -5.437 -1.787
H 0.232 -3.761 -2.297
H -0.416 -5.067 -3.296
H -4.793 1.833 3.276
H -4.854 1.185 1.637
H -5.117 2.909 1.916
H -2.831 3.303 3.981
H -3.155 4.388 2.625
H -1.555 3.664 2.815
H -2.981 1.800 -0.055
H -1.732 2.922 0.463
H -3.397 3.485 0.302
Cl 2.388 -1.821 -1.961
C 1.348 -1.717 -3.320
C 0.119 -1.082 -3.150
C -0.694 -1.128 -4.280
Cl -2.263 -0.448 -4.178
C -0.329 -1.711 -5.490
Cl -1.397 -1.750 -6.844
C 0.927 -2.291 -5.612
Cl 1.436 -2.985 -7.107
C 1.767 -2.309 -4.507
Cl 3.305 -3.083 -4.634
O 0.387 2.727 0.473
C 1.209 3.589 0.241
C 2.301 3.542 -0.696
C 3.196 4.596 -0.728
C 4.282 4.595 -1.596
C 4.445 3.519 -2.502
C 3.560 2.493 -2.518
C 2.460 2.402 -1.584
O 1.733 1.395 -1.532
N 5.203 5.645 -1.589
O 5.073 6.548 -0.763
O 6.120 5.631 -2.411
H 1.168 4.544 0.808
H 3.069 5.434 -0.054
H 5.291 3.549 -3.173
H 3.670 1.680 -3.223
C -4.420 -1.920 0.575
C -3.806 -1.026 -0.483
C -4.767 -0.441 -1.488
O -2.631 -0.772 -0.502
H -5.229 -2.523 0.168
H -4.835 -1.281 1.354
H -3.653 -2.553 1.012
H -5.755 -0.891 -1.443
H -4.345 -0.563 -2.485
H -4.854 0.630 -1.305
C 1.004 5.424 -3.567
S -0.006 5.756 -2.085
C -1.606 5.214 -2.575
C -1.927 3.933 -2.915
S -0.871 2.666 -3.175
S -3.691 3.723 -3.243
C -4.195 5.351 -2.925
S -5.756 5.863 -3.041
S -2.893 6.406 -2.485
H 1.990 5.823 -3.349
H 0.563 5.925 -4.424
H 1.050 4.349 -3.722

***

Below is a 2-piece molecular cluster, C4H12N2 overall, with properties calculated with ωB97M-V with the def2-TZVPD basis set.

Results
* energy relative to the best compared isomer or geometry (same formula, charge and spin): 69.1 kcal/mol
* frontier orbital gap: 8.856 eV
* electronic energy: -269.0063 hartree
* highest occupied orbital energy: -7.9221 eV
* structure (SMILES): C=NC.CNC

CARTESIAN COORDINATES (ANGSTROEM)
C -1.694 0.991 -0.028
N -1.160 0.270 -0.925
C -2.043 -0.610 -1.644
H -1.366 2.028 0.068
H -2.651 0.711 0.412
H -3.089 -0.676 -1.289
H -2.115 -0.411 -2.707
H -1.696 -1.655 -1.590
C 0.882 -0.936 1.167
N 1.063 0.429 0.641
C 2.524 0.762 0.540
H 0.257 -0.822 2.080
H 1.762 -1.561 1.415
H 0.227 -1.540 0.508
H 0.587 0.748 -0.210
H 3.050 0.070 -0.135
H 2.650 1.788 0.153
H 2.811 0.416 1.543